[1]
{"formula": "C4H11NOP", "method": "ωB97M-V/def2-TZVPD", "gap_ev": 9.512, "charge": 1, "e_above_lowest_kj_mol": 181.2, "elements": ["C", "C", "C", "C", "N", "O", "P", "H", "H", "H", "H", "H", "H", "H", "H", "H", "H", "H"], "positions_angstrom": [[1.67612, -0.60254, -0.24018], [-0.35370, 0.67707, 1.40706], [-0.81037, 0.39805, -1.10494], [-0.30293, -0.16184, 0.15198], [-0.67735, -1.57999, 0.21331], [1.74302, -1.77498, -0.55575], [2.92536, 0.51850, 0.32982], [-1.34058, 1.08404, 1.61151], [0.31961, 1.42025, 1.17589], [0.02420, 0.09605, 2.24626], [-1.89053, 0.48834, -1.14824], [-0.42957, -0.21710, -1.88189], [-0.45372, 1.37870, -1.34640], [-0.69019, -1.86849, 1.29578], [0.15592, -2.14242, -0.37048], [-1.66088, -1.88297, -0.25875], [3.54964, 0.40578, -0.93469], [2.03952, 1.59911, -0.01913]]}

---

[2]
{"formula": "C8H16N2O7", "method": "ωB97M-V/def2-TZVPD", "smiles": "C[C@@H](O)[C@H](N)C(=O)O.N[C@@H](CC(=O)O)C(=O)O", "gap_ev": 9.944, "e_above_lowest_kj_mol": 581.1, "elements": ["C", "C", "O", "C", "N", "C", "O", "O", "H", "H", "H", "H", "H", "H", "H", "H", "H", "N", "C", "C", "C", "O", "O", "C", "O", "O", "H", "H", "H", "H", "H", "H", "H"], "positions_angstrom": [[-3.55615, 1.09089, 0.54274], [-2.05567, 0.66467, 0.28620], [-1.51210, 1.38222, -0.88738], [-1.07239, 0.92354, 1.44927], [-0.58398, 2.26391, 1.26914], [-0.02845, -0.13533, 1.49271], [-0.41435, -1.29294, 1.45091], [1.21083, 0.22347, 1.65766], [-3.86122, 1.50571, -0.27835], [-3.58805, 1.76106, 1.21983], [-4.11640, 0.38997, 0.84072], [-1.99461, -0.33100, -0.03394], [-1.77343, 2.17753, -0.78002], [-1.57911, 0.75675, 2.30701], [0.32076, 2.15373, 0.92785], [-0.59644, 2.79443, 2.12760], [1.74894, -0.68981, 1.69783], [1.42441, 1.10394, -0.39179], [1.70193, -0.38059, -0.73886], [0.38463, -1.10639, -0.93044], [0.55598, -2.56175, -0.48105], [1.51055, -2.88876, 0.21823], [-0.59961, -3.33162, -0.71087], [2.61233, -0.62499, -1.92648], [2.40185, -1.49774, -2.72389], [3.82031, -0.07029, -1.63688], [2.02457, 1.38841, 0.17765], [1.47819, 1.54909, -1.07979], [2.25823, -0.89274, -0.01995], [-0.35016, -0.59245, -0.37116], [0.11925, -1.00017, -1.97845], [-0.34644, -4.24986, -0.43574], [4.45581, -0.48290, -2.26032]]}